{"formula": "C78H115F8N5", "method": "ωB97M-V/def2-TZVPD", "lumo_energy_ev": 0.61, "spin_multiplicity": 1, "e_homo_ev": -7.94, "homo_lumo_gap_ev": 8.6, "species": ["C", "C", "N", "C", "C", "C", "C", "H", "H", "H", "H", "H", "H", "H", "H", "H", "H", "H", "H", "H", "H", "H", "C", "C", "N", "C", "C", "C", "C", "H", "H", "H", "H", "H", "H", "H", "H", "H", "H", "H", "H", "H", "H", "H", "C", "C", "N", "C", "C", "C", "C", "H", "H", "H", "H", "H", "H", "H", "H", "H", "H", "H", "H", "H", "H", "H", "C", "C", "N", "C", "C", "C", "C", "H", "H", "H", "H", "H", "H", "H", "H", "H", "H", "H", "H", "H", "H", "H", "C", "C", "N", "C", "C", "C", "C", "H", "H", "H", "H", "H", "H", "H", "H", "H", "H", "H", "H", "H", "H", "H", "F", "C", "C", "C", "C", "C", "C", "H", "H", "H", "H", "H", "F", "C", "C", "C", "C", "C", "C", "H", "H", "H", "H", "H", "F", "C", "C", "C", "C", "C", "C", "H", "H", "H", "H", "H", "F", "C", "C", "C", "C", "C", "C", "H", "H", "H", "H", "H", "F", "C", "C", "C", "C", "C", "C", "H", "H", "H", "H", "H", "F", "C", "C", "C", "C", "C", "C", "H", "H", "H", "H", "H", "F", "C", "C", "C", "C", "C", "C", "H", "H", "H", "H", "H", "F", "C", "C", "C", "C", "C", "C", "H", "H", "H", "H", "H"], "positions_angstrom": [[2.18911, -6.50747, 33.15418], [2.07187, -4.99858, 32.96019], [0.77490, -4.50822, 33.26765], [0.76180, -3.03564, 33.33238], [0.58889, -2.36351, 31.96762], [-0.26537, -5.05343, 32.47173], [-1.67767, -4.74292, 33.04126], [1.59807, -6.87729, 34.04019], [3.20365, -6.84857, 33.31533], [1.72178, -7.00438, 32.32611], [2.84004, -4.55274, 33.60824], [2.39593, -4.76005, 31.99535], [-0.14753, -2.58881, 33.87208], [1.69362, -2.68940, 33.78245], [0.86402, -1.33578, 31.93990], [1.24576, -2.84133, 31.21074], [-0.45993, -2.44034, 31.59953], [-0.13959, -6.13278, 32.40471], [-0.12486, -4.66581, 31.39431], [-2.43822, -5.48962, 32.82821], [-1.96248, -3.69437, 32.81826], [-1.53370, -4.63524, 34.11815], [-0.00027, 0.01924, 21.50650], [0.42248, -0.35764, 22.94119], [-0.40887, 0.17922, 24.05121], [-0.11235, 1.58487, 24.17444], [-0.85907, 2.39747, 25.19716], [0.01491, -0.57149, 25.20319], [-0.59551, -1.95079, 25.49242], [0.44433, 0.97093, 21.23332], [-1.10954, 0.03315, 21.36580], [0.43041, -0.75960, 20.84440], [0.47969, -1.44950, 22.92612], [1.46332, -0.06177, 23.06032], [0.95858, 1.69476, 24.34165], [-0.23978, 2.13910, 23.22068], [-0.51926, 3.41288, 25.30181], [-1.90424, 2.50108, 25.05866], [-0.69841, 1.98052, 26.18845], [-0.21229, 0.04767, 26.05410], [1.07582, -0.76118, 25.19470], [0.03804, -2.73973, 25.12569], [-1.59158, -1.99589, 24.93116], [-0.76262, -2.16419, 26.52498], [2.69516, -4.04619, 28.76955], [2.49025, -5.28154, 27.94865], [1.75070, -6.34992, 28.62685], [2.14534, -7.72303, 28.13531], [3.35992, -8.31284, 28.75666], [0.29958, -6.04681, 28.45494], [-0.67247, -6.88966, 29.28967], [1.72986, -3.67481, 29.07169], [3.18006, -3.25886, 28.19333], [3.26717, -4.31587, 29.66145], [1.84150, -5.01799, 27.08190], [3.41625, -5.75711, 27.61360], [1.27669, -8.40648, 28.37228], [2.16987, -7.72731, 27.02653], [3.59417, -9.33034, 28.42171], [4.33221, -7.77127, 28.43408], [3.26758, -8.31428, 29.82827], [-0.13298, -6.04337, 27.39784], [0.23236, -5.01518, 28.80037], [-0.83827, -7.91188, 28.94556], [-1.63527, -6.44863, 29.48369], [-0.27288, -6.98644, 30.29642], [4.19987, 5.53153, 34.19964], [4.78261, 5.64540, 32.78249], [3.79321, 5.88285, 31.72666], [3.02577, 7.19578, 31.73807], [1.94116, 7.36403, 30.73110], [4.36330, 5.58836, 30.37113], [4.52874, 4.09309, 30.24171], [3.39979, 6.28498, 34.50313], [4.91366, 5.70119, 34.97586], [3.74464, 4.51887, 34.36150], [5.51801, 6.39161, 32.87875], [5.24488, 4.73789, 32.51426], [3.54117, 8.16741, 31.65767], [2.56600, 7.28087, 32.76618], [1.30067, 6.44611, 30.73466], [2.35944, 7.54987, 29.76169], [1.28608, 8.20783, 30.83561], [3.68599, 6.03837, 29.61288], [5.40807, 5.97978, 30.31070], [3.53391, 3.58722, 30.37737], [4.70705, 3.92417, 29.15317], [5.30145, 3.62366, 30.87258], [-5.16008, 1.31509, 31.80146], [-5.92788, 2.41235, 30.99268], [-5.68411, 3.84436, 31.29332], [-4.27394, 4.17002, 30.94312], [-4.05355, 5.73458, 30.91892], [-5.83606, 4.24579, 32.72122], [-7.32141, 4.12654, 33.23243], [-5.46548, 1.37765, 32.82713], [-4.12960, 1.51331, 31.71348], [-5.50943, 0.36580, 31.41707], [-5.65179, 2.35629, 29.89569], [-6.97287, 2.20819, 31.08942], [-3.62826, 3.68287, 31.73389], [-3.94988, 3.80169, 29.93500], [-4.96124, 6.23814, 30.60461], [-3.83953, 6.11735, 31.89716], [-3.26965, 5.97085, 30.21324], [-5.59340, 5.29846, 32.75367], [-5.15840, 3.65230, 33.39502], [-7.52802, 3.08460, 33.32401], [-8.11347, 4.48483, 32.52767], [-7.54064, 4.64812, 34.16267], [-4.01902, 1.33570, 26.28423], [-4.84895, 0.62688, 25.49821], [-4.29377, 0.00017, 24.45137], [-5.18046, -0.64394, 23.56551], [-6.52766, -0.65677, 23.85015], [-7.09324, 0.08076, 24.89544], [-6.21034, 0.75276, 25.74908], [-3.19700, 0.07697, 24.32949], [-4.78969, -1.13924, 22.68978], [-7.22255, -1.18571, 23.24285], [-8.16671, 0.10405, 25.03158], [-6.58522, 1.35511, 26.60353], [5.29849, -4.25403, 31.69980], [5.06266, -3.07402, 32.25019], [4.89269, -1.99232, 31.36402], [4.51212, -0.80192, 31.93913], [4.22505, -0.59705, 33.26915], [4.38112, -1.67359, 34.12593], [4.79665, -2.91437, 33.62296], [5.12705, -2.20454, 30.36444], [4.28965, 0.05920, 31.27072], [3.79130, 0.36259, 33.54110], [4.36568, -1.38469, 35.19128], [4.81384, -3.75214, 34.31336], [-4.89356, -3.09936, 25.83555], [-4.92804, -2.95318, 27.17987], [-6.04658, -2.33442, 27.73504], [-6.01956, -2.07554, 29.07874], [-4.87782, -2.45349, 29.82188], [-3.77223, -3.08603, 29.22836], [-3.73863, -3.17963, 27.86171], [-6.89554, -2.10649, 27.13479], [-6.80504, -1.59880, 29.61761], [-4.85103, -2.30853, 30.86029], [-2.91451, -3.36256, 29.82475], [-2.93713, -3.57437, 27.34006], [6.83532, 1.12974, 25.42159], [6.61883, 0.94408, 26.74118], [5.35184, 0.50227, 27.10246], [5.06292, 0.12932, 28.43109], [6.07058, 0.29761, 29.32832], [7.30336, 0.88189, 29.03619], [7.58909, 1.27350, 27.72899], [4.57884, 0.47391, 26.32116], [4.07387, -0.30676, 28.75062], [6.11360, -0.15330, 30.30447], [7.96981, 1.02352, 29.86776], [8.47495, 1.67045, 27.39070], [3.04223, 2.70670, 25.92796], [2.27845, 3.76447, 26.18636], [1.49881, 3.67692, 27.29740], [1.00821, 4.81813, 27.82417], [1.09146, 6.01283, 27.10606], [1.90548, 6.08147, 26.00464], [2.48760, 4.91326, 25.47767], [1.40074, 2.78540, 27.83157], [0.47320, 4.83966, 28.84415], [0.58237, 6.90099, 27.45643], [2.05774, 7.04371, 25.49839], [3.16211, 4.98203, 24.68275], [1.61305, 1.11999, 32.26361], [0.91331, 2.14100, 32.79927], [-0.36221, 1.88588, 33.22618], [-1.13107, 2.98006, 33.60829], [-0.57012, 4.25759, 33.63801], [0.76812, 4.45124, 33.20475], [1.48742, 3.38170, 32.73441], [-0.79579, 0.91805, 33.25049], [-2.16236, 2.85143, 33.90958], [-1.12508, 5.15775, 33.94363], [1.17705, 5.45754, 33.19069], [2.48364, 3.49397, 32.29009], [-2.26214, 4.70813, 27.78606], [-3.34982, 5.19463, 27.21118], [-3.33115, 6.50753, 26.74581], [-4.39230, 7.08893, 26.16307], [-5.57234, 6.38037, 26.17099], [-5.68410, 5.09900, 26.70054], [-4.52361, 4.47699, 27.17802], [-2.41236, 7.03305, 26.90343], [-4.38441, 8.11432, 25.77159], [-6.42989, 6.81348, 25.62007], [-6.60886, 4.55965, 26.68943], [-4.58353, 3.52129, 27.68053], [1.37376, -0.77311, 29.27357], [0.21405, -0.09675, 29.26895], [0.19914, 1.20368, 29.63676], [-0.97657, 1.96133, 29.43574], [-2.08971, 1.40973, 28.83595], [-2.10054, 0.06065, 28.52473], [-0.95457, -0.68790, 28.78850], [1.06576, 1.49681, 30.21235], [-1.08245, 2.95910, 29.83911], [-2.86981, 2.12254, 28.60011], [-2.97829, -0.32261, 28.08601], [-0.97960, -1.73847, 28.62170]], "forces_ev_per_a": [[-1.2, -0.4, 1.1], [1.1, -1.2, 1.9], [-0.3, 1.5, 1.7], [-1.6, 0.9, -0.3], [0.1, -1.2, -1.3], [-0.9, 0.1, -1.8], [1.3, 1.3, 0.4], [0.6, 0.7, -0.6], [0.3, 0.0, -0.3], [0.2, -0.6, -0.6], [-0.6, 0.2, 0.1], [0.5, 0.4, -2.1], [1.4, -1.1, 0.2], [-0.2, -0.1, 0.2], [0.2, 0.9, 0.4], [-0.4, 0.2, 0.3], [0.6, 0.0, 0.2], [0.0, 0.0, 0.1], [-0.6, -0.6, 1.0], [0.0, 0.2, -0.2], [-0.3, -0.7, -0.6], [-0.1, -0.6, 0.2], [-0.2, -0.5, 0.2], [-0.8, -0.1, -1.1], [0.2, -1.4, -1.7], [0.4, 1.6, -0.9], [0.4, -0.5, 1.2], [-0.3, -0.2, 1.8], [-1.8, 0.4, -2.3], [-0.3, 0.2, -0.2], [0.9, 0.0, 0.2], [-0.3, 0.5, 0.1], [-0.5, 0.0, 0.7], [0.4, 0.3, 0.3], [0.5, 0.1, 0.4], [-0.2, -0.9, 0.1], [0.6, 0.4, -0.4], [-1.2, -0.4, -0.4], [-0.2, -0.1, 0.3], [0.1, 0.2, 0.6], [0.9, 0.5, 0.0], [0.2, -0.4, -0.4], [1.1, -0.2, 0.9], [-0.1, 0.2, 0.7], [0.3, -0.3, 0.4], [-0.6, -0.9, -1.0], [-0.8, -1.1, -0.2], [-2.6, 0.3, -0.4], [2.6, 0.7, -0.8], [-0.6, -0.3, -0.1], [0.9, -0.5, 0.8], [-0.3, 0.3, 0.3], [0.2, 0.0, 0.1], [0.1, 0.3, 0.0], [0.9, 0.0, -0.2], [0.1, 0.5, -0.2], [0.8, 0.7, -0.1], [0.3, 0.1, 0.2], [-0.6, 0.0, 0.0], [-1.5, -0.4, 0.8], [0.2, 0.1, 0.5], [1.1, -0.1, 0.6], [-0.3, 0.0, 0.0], [0.1, 0.1, -0.3], [-0.5, 0.5, -0.5], [0.3, -0.1, 0.2], [-2.3, -0.5, 0.2], [-2.2, 0.8, 0.8], [-0.9, 1.7, -1.3], [0.3, 0.2, 2.6], [-1.0, -2.0, -0.7], [0.4, 0.2, 1.8], [-1.5, -0.9, -1.9], [0.8, -0.8, -1.0], [1.0, -0.2, 0.3], [0.3, 0.9, -0.1], [1.3, 1.3, -0.5], [0.7, -1.0, 0.0], [1.2, -0.5, 0.1], [0.4, -0.3, -0.9], [0.4, 0.6, -0.4], [0.2, -0.4, -0.8], [-0.2, 0.5, 0.9], [0.7, -0.6, 0.4], [-0.7, 0.5, -0.3], [0.9, 0.3, 0.3], [0.5, -0.3, 0.8], [-0.3, 0.3, -0.4], [-1.8, 1.4, -0.8], [1.0, 0.3, -0.8], [1.0, -0.4, 0.5], [0.2, 0.9, 0.3], [-0.4, -1.5, -0.1], [-1.6, -0.3, -0.2], [0.2, 0.3, -1.3], [0.0, 0.0, 0.7], [1.4, -0.4, -0.1], [0.5, -0.4, -0.1], [-0.4, -0.3, 1.1], [-0.8, 0.0, -0.1], [-0.1, 0.6, -0.9], [-0.7, -0.1, 0.9], [-0.2, -0.1, -0.3], [0.5, 0.2, 0.5], [0.3, 0.2, 0.0], [0.4, 0.1, 0.2], [-0.4, 0.5, -0.4], [-0.3, -0.9, 0.5], [1.0, 0.0, 0.1], [0.5, -0.1, 0.2], [0.4, 0.2, 0.7], [-0.9, 1.4, 1.1], [0.5, -0.9, -1.7], [0.8, 0.1, 0.7], [-0.7, 0.5, 0.1], [1.4, 0.0, 0.4], [-1.0, -0.1, 0.3], [-0.7, -0.2, -0.2], [0.0, -0.1, 0.0], [-0.2, -0.4, -0.7], [0.1, 0.0, 0.1], [0.5, -0.5, -0.7], [0.4, -0.9, 0.2], [-1.5, 2.0, 0.6], [0.5, -1.3, 2.7], [-1.1, 1.8, -1.9], [-0.2, -0.5, -0.3], [0.9, 0.9, 0.4], [0.0, -0.2, -0.1], [0.0, 0.3, -1.4], [0.3, -0.7, 0.4], [0.4, -0.2, 0.3], [-0.4, -1.1, -0.4], [0.4, 0.0, -0.2], [-0.2, -0.3, 0.0], [0.4, 1.4, -0.5], [0.6, -0.8, -0.3], [1.9, -0.5, 1.2], [-0.1, -0.7, -1.3], [-0.6, 1.3, 0.7], [-2.2, -0.5, 0.2], [-0.4, 0.1, -0.5], [-0.6, 0.3, 0.0], [-0.1, 0.3, 1.3], [0.0, 0.0, 0.1], [1.5, -0.7, -1.0], [0.4, 0.3, 0.3], [-0.4, 0.3, 1.5], [-0.7, -0.1, -0.3], [-0.9, -0.1, -0.9], [1.7, -0.4, 1.3], [-0.6, 0.4, -1.2], [-2.5, -1.7, -0.5], [0.4, -0.2, 0.4], [1.1, 0.5, -0.6], [-0.8, 0.2, 0.2], [0.5, 0.1, -0.1], [2.0, 0.9, -0.4], [0.3, -1.1, -0.8], [0.9, 0.1, -0.4], [0.3, 0.3, 0.6], [-2.3, 1.6, 1.8], [0.3, 0.3, 0.8], [-0.2, 0.0, -1.3], [-0.8, 1.2, 1.5], [0.1, -1.4, 0.6], [0.7, -0.3, -1.8], [0.1, 0.0, 0.2], [-0.1, -0.5, 0.2], [0.9, -0.2, -1.1], [0.5, -0.5, 0.2], [-0.1, -0.6, -0.6], [-0.5, 1.0, 0.3], [0.2, 0.7, 0.4], [0.8, 0.5, -0.4], [-1.5, 0.4, 0.4], [0.9, 0.2, -0.2], [0.0, -0.8, -0.2], [0.0, -0.1, 0.0], [0.1, -0.7, -0.1], [0.1, -0.2, 0.0], [-0.4, 0.0, 0.3], [0.8, -0.5, 0.4], [-1.6, 1.1, -0.5], [2.4, -0.8, 0.9], [-1.3, 0.9, -0.3], [-2.0, -0.2, -1.3], [1.3, 0.4, -0.4], [-0.5, -0.1, 0.8], [0.5, 0.3, -0.1], [0.2, -0.5, 0.2], [0.4, -0.3, 0.7], [-0.4, -0.1, 0.0], [0.1, -0.2, -0.3], [0.0, -0.4, 0.4], [-1.3, -0.5, -1.2], [-0.4, 1.2, 0.8], [0.8, -0.4, 0.7], [0.5, 0.7, 0.0], [1.2, 0.7, 0.6], [-0.2, -0.1, -0.1], [0.0, 0.7, -0.3], [0.4, 0.2, -0.2], [-0.4, -0.5, 0.0], [-0.7, -0.9, -0.4], [0.2, -0.7, -0.3]]}